6 unconnected molecules or ions with the total composition C15H45N9O6, computed with ωB97M-V with the def2-TZVPD basis set.

Properties
Energy above the lowest of the compared OMol25 structures with the same formula, charge and spin: 34.8 kcal per mole
SMILES string: COC[C@H](C)N.COC[C@H](C)N.COC[C@H](C)N.NC(N)=O.NC(N)=O.NC(N)=O

Atoms and positions in Å:
C  0.3507  -3.1511  -5.8747
O  1.1029  -2.3463  -5.0175
C  0.5714  -1.0961  -4.6338
C  1.4672  -0.5726  -3.4711
C  1.6875  -1.6420  -2.4024
N  1.1258  0.6649  -2.7461
H  -0.6267  -3.3778  -5.4348
H  0.9085  -4.0830  -5.9732
H  0.1963  -2.7930  -6.8989
H  0.6219  -0.3825  -5.4634
H  -0.4848  -1.2054  -4.3607
H  2.4432  -0.3620  -3.9225
H  1.9452  -1.1015  -1.4903
H  2.5768  -2.2286  -2.6220
H  0.7508  -2.1784  -2.2411
H  0.1708  0.6053  -2.3876
H  1.0432  1.3859  -3.4603
C  4.9028  0.6267  -0.6445
O  4.2166  0.7105  0.6031
C  3.1693  1.6268  0.4752
C  2.4925  1.9451  1.8120
C  3.4222  2.5635  2.8571
N  1.8701  0.7419  2.3900
H  5.6287  1.4069  -0.8964
H  4.2610  0.7099  -1.5289
H  5.3802  -0.3498  -0.6732
H  3.4753  2.6208  0.1128
H  2.4161  1.3541  -0.2739
H  1.7719  2.7336  1.5721
H  3.0257  2.4322  3.8622
H  3.8351  3.5630  2.7025
H  4.3776  2.0217  2.8230
H  1.9104  0.8489  3.4006
H  2.5799  0.0125  2.2854
C  -3.5010  -2.8528  2.8645
O  -2.6700  -3.3493  3.8901
C  -1.7778  -2.4065  4.4701
C  -0.6240  -1.9141  3.6022
C  0.5947  -2.8178  3.5172
N  -0.2126  -0.5745  4.0093
H  -3.7488  -1.8096  3.1122
H  -4.3134  -3.4910  2.5412
H  -2.8655  -2.5903  2.0038
H  -2.3354  -1.5091  4.7567
H  -1.4243  -2.9715  5.3323
H  -0.8816  -1.8446  2.5322
H  1.1884  -2.5039  2.6600
H  0.2790  -3.8603  3.5340
H  1.1697  -2.6218  4.4296
H  -0.9936  0.0240  3.7398
H  0.5062  -0.2245  3.3782
N  -1.1087  2.3636  -4.5019
C  -1.8776  1.4241  -5.1414
N  -1.4726  1.2307  -6.4289
O  -2.7426  0.7381  -4.6131
H  -0.3246  2.5666  -5.0927
H  -1.0977  2.5959  -3.5263
H  -0.6899  1.7269  -6.8037
H  -1.9334  0.4782  -6.9069
N  -1.2308  2.2123  0.7186
C  -0.8326  1.4099  -0.3132
N  -0.0838  0.3573  0.0621
O  -1.0773  1.7477  -1.4844
H  -1.7506  3.0125  0.4089
H  -1.1798  1.8594  1.6589
H  0.2701  -0.2385  -0.6593
H  0.4427  0.3324  0.9258
N  -4.9785  1.2772  2.5781
C  -4.0850  1.1386  3.5791
N  -4.5339  1.6470  4.7744
O  -2.8833  0.9323  3.3882
H  -4.6273  1.3099  1.6358
H  -5.9643  1.3032  2.7525
H  -5.3855  2.1727  4.7470
H  -3.8290  2.0154  5.3907

9 unconnected molecules or ions with the total composition C15H46N3O8S, computed with ωB97M-V with the def2-TZVPD basis set.

Properties
Total charge: +1

Atoms and positions in Å:
C  4.4304  -2.2023  1.8500
C  4.0878  -0.8031  1.0902
C  3.2638  0.2353  1.9938
C  1.9288  -0.3573  2.6596
N  0.7292  0.5662  2.5555
C  -0.4789  -0.1773  2.1455
C  -1.6805  0.4206  1.3430
N  -2.6528  -0.6333  1.1109
C  -2.1096  -1.8139  1.7156
S  -2.8240  -3.5385  1.7539
N  -0.8366  -1.5765  2.3509
H  4.5068  -2.0591  2.9823
H  5.4218  -2.6177  1.4571
H  3.6255  -2.9791  1.5760
H  5.1181  -0.3192  0.8741
H  3.6238  -0.9988  0.0560
H  3.9567  0.5727  2.8483
H  3.0863  1.1762  1.3414
H  1.7227  -1.3984  2.2307
H  2.1386  -0.4667  3.7916
H  0.9371  1.1659  1.7269
H  -1.7019  1.5241  1.0267
H  -3.5431  -0.5167  0.6092
H  -1.8672  -4.2637  1.0153
H  -0.2262  -2.2300  2.8720
C  -0.1151  1.1042  -2.5917
O  0.1016  -0.0158  -1.7410
H  0.8449  1.5734  -2.8088
H  -0.5749  0.7734  -3.5253
H  -0.7654  1.8261  -2.0901
H  -0.7616  -0.4109  -1.5658
C  -4.7193  2.0175  2.1288
O  -4.1341  2.9207  1.2014
H  -3.9986  1.2331  2.3608
H  -4.9805  2.5502  3.0452
H  -5.6142  1.5687  1.6888
H  -4.7909  3.6038  1.0135
C  -3.1632  -2.1310  5.6504
O  -4.3453  -2.8001  5.2362
H  -3.3347  -1.6890  6.6318
H  -2.3385  -2.8458  5.7151
H  -2.9168  -1.3396  4.9359
H  -4.1680  -3.1816  4.3671
C  -0.5147  1.9074  -6.7575
O  -1.2806  1.0980  -5.8756
H  -0.1083  2.7516  -6.1997
H  0.3069  1.3194  -7.1737
H  -1.1537  2.2795  -7.5620
H  -1.6270  0.3606  -6.3946
C  4.4969  -1.0629  6.5001
O  3.8099  -0.2665  5.5436
H  5.0915  -1.8102  5.9741
H  5.1576  -0.4314  7.0985
H  3.7747  -1.5661  7.1475
H  3.2926  0.3854  6.0347
C  -7.0748  0.1241  4.8035
O  -5.7106  0.4932  4.9479
H  -7.6990  0.9116  5.2262
H  -7.3141  0.0030  3.7436
H  -7.2618  -0.8108  5.3372
H  -5.1815  -0.2198  4.5671
C  3.4919  2.1803  -6.5219
O  3.0438  2.4046  -7.8497
H  2.9975  1.2922  -6.1273
H  4.5730  2.0229  -6.5197
H  3.2386  3.0424  -5.8995
H  3.4963  3.1944  -8.1730
C  3.0102  -0.3825  -10.3638
O  2.6088  -0.1231  -9.0282
H  3.3526  -1.4155  -10.4346
H  2.1630  -0.2358  -11.0388
H  3.8277  0.2888  -10.6399
H  2.3105  0.7985  -8.9933

9 unconnected molecules or ions with the total composition C15H47NO16S3, computed with ωB97M-V with the def2-TZVPD basis set.

Properties
Energy above the lowest of the compared OMol25 structures with the same formula, charge and spin: 0.0 kcal per mole
SMILES string: CCOS(C)(=O)=O.CCOS(C)(=O)=O.CCOS(C)(=O)=O.C[N+](=O)[O-].CO.CO.CO.CO.CO

Atoms and positions in Å:
C  1.6590  4.7589  3.9876
C  1.3228  3.2990  4.2211
O  0.7676  2.7908  2.9920
S  0.2085  1.2605  2.9211
C  -1.5322  1.6575  2.9861
O  0.5434  0.7283  1.6436
O  0.5594  0.5895  4.1413
H  2.3234  4.9073  3.1355
H  2.1854  5.2118  4.8269
H  0.7423  5.3084  3.7756
H  2.2225  2.7292  4.4717
H  0.5669  3.0612  4.9769
H  -2.0027  1.9487  2.0426
H  -1.6810  2.5589  3.5808
H  -2.0277  0.8007  3.4373
C  0.9564  -3.1535  3.5145
C  0.5974  -2.5642  2.1836
O  0.0023  -3.5180  1.2860
S  -1.5663  -3.9043  1.5032
C  -1.3387  -5.5942  2.0873
O  -2.1503  -3.1114  2.5403
O  -2.1496  -3.9141  0.1890
H  1.9062  -3.6910  3.5161
H  0.1954  -3.8185  3.9265
H  1.0940  -2.4156  4.3110
H  0.1261  -1.5831  2.1067
H  1.5415  -2.3149  1.6802
H  -0.3418  -5.7165  2.4998
H  -1.3768  -6.2583  1.2239
H  -2.1140  -5.8731  2.7947
C  3.9909  -0.0105  1.7147
C  3.6899  1.3636  1.1325
O  3.0072  1.1440  -0.1486
S  2.4353  2.4113  -0.9168
C  3.8326  2.7198  -1.9812
O  1.2780  1.9773  -1.6703
O  2.3413  3.5521  -0.0219
H  3.4044  -0.7224  1.1263
H  3.6869  -0.1406  2.7484
H  5.0215  -0.3125  1.5379
H  3.0660  1.9746  1.7796
H  4.5681  1.9376  0.8311
H  3.6434  3.6497  -2.5162
H  3.8697  1.9337  -2.7345
H  4.7249  2.7869  -1.3689
C  -6.1625  -2.3502  -1.9019
N  -4.8168  -1.8822  -1.4793
O  -3.8493  -2.5107  -1.8489
O  -4.7797  -0.8723  -0.8056
H  -6.8941  -1.6097  -1.6022
H  -6.3459  -3.3243  -1.4581
H  -6.1872  -2.4413  -2.9854
C  -1.3949  -0.6920  -1.1231
O  -1.3048  0.6264  -0.5951
H  -0.4460  -1.2042  -1.3021
H  -2.0183  -1.3280  -0.4944
H  -1.8932  -0.6555  -2.0925
H  -0.5563  0.6182  0.0102
C  2.4925  -1.6207  -2.3369
O  1.6424  -0.6778  -3.0274
H  3.0964  -2.1013  -3.1071
H  3.1448  -1.0985  -1.6382
H  1.8296  -2.3425  -1.8550
H  1.6000  0.1450  -2.5261
C  -2.8552  3.3246  -0.5036
O  -3.4761  2.1801  0.0765
H  -1.7702  3.1687  -0.4870
H  -3.0980  3.3554  -1.5665
H  -3.1091  4.2112  0.0644
H  -3.0518  1.3806  -0.2908
C  -0.5289  1.9907  -4.5398
O  -0.6225  3.0934  -3.6621
H  -1.0393  2.2548  -5.4691
H  0.5097  1.8900  -4.8861
H  -0.9186  1.0552  -4.1380
H  0.0452  3.0200  -2.9746
C  -0.4227  -2.5579  -4.5083
O  0.3071  -1.7509  -5.4037
H  -0.1771  -2.3535  -3.4636
H  -1.5151  -2.4709  -4.4878
H  -0.2262  -3.6136  -4.7182
H  0.9932  -1.3012  -4.8875

| no. | E_HOMO (Ha) | energy (eV) |
| --- | --- | --- |
| 1 | -0.3190 | -41980.9039 |
| 2 | -0.4097 | -47973.4672 |
| 3 | -0.3312 | -83066.3604 |